The following is a DFT calculation (ωB97M-V/def2-TZVPD) of a gas-phase ion, C29H42ClI3N2O3P (charge +1).

Properties
Gap between HOMO and LUMO: 0.2599 hartree
Net charge: +1
2S+1: 1
Electronic energy: -85976.7114 eV
Highest occupied orbital energy: -10.8 eV

Positions of all 81 atoms, in Å:
C 1.953 -2.795 -2.049
C 1.952 -1.547 -1.461
C 1.456 -0.871 -0.142
C 2.829 -0.361 0.444
I 4.649 -1.255 -0.218
C 3.020 0.640 1.325
C 1.924 1.394 2.021
I 4.894 1.350 1.965
C 0.615 -1.827 0.809
C 0.893 -1.710 2.343
C -0.204 -1.138 3.260
C 0.270 -0.906 4.732
C 0.523 0.593 5.058
C 1.492 -1.720 5.162
C 0.910 -3.354 0.545
Cl 2.590 -3.807 0.898
C -0.013 -4.332 1.337
C -1.029 -5.075 0.468
C -0.913 -1.811 0.521
C -1.577 -0.453 0.163
N -2.424 -0.041 1.320
C -3.632 -0.101 1.153
O -4.779 -0.153 0.965
C -0.520 0.648 0.046
I -1.516 2.521 -0.268
N 0.635 0.247 -0.879
C 1.462 1.448 -1.279
C 1.185 2.337 -2.525
C 2.214 2.136 -3.654
O -0.103 2.340 -3.091
C -0.550 3.576 -3.640
C -2.047 3.662 -3.428
C -2.616 4.711 -2.722
C -3.990 4.719 -2.514
C -4.775 3.691 -2.998
C -4.211 2.647 -3.716
C -2.841 2.638 -3.927
P -0.187 -0.461 -2.405
O 0.512 -0.356 -3.690
H 1.324 -2.994 -2.916
H 2.583 -3.626 -1.744
H 2.458 -0.819 -2.103
H 1.089 0.794 2.355
H 2.330 1.771 2.960
H 1.612 2.314 1.526
H 1.796 -1.159 2.590
H 1.106 -2.679 2.779
H -1.059 -1.808 3.334
H -0.556 -0.162 2.932
H -0.550 -1.199 5.386
H -0.085 0.875 5.917
H 0.225 1.264 4.257
H 1.555 0.745 5.371
H 1.631 -1.705 6.240
H 2.405 -1.357 4.688
H 1.385 -2.764 4.861
H 0.635 -3.595 -0.481
H 0.624 -5.089 1.787
H -0.537 -3.862 2.167
H -1.407 -5.975 0.944
H -0.607 -5.339 -0.503
H -1.900 -4.455 0.245
H -1.493 -2.203 1.345
H -1.141 -2.487 -0.303
H -2.271 -0.498 -0.673
H -0.123 0.774 1.039
H 1.454 2.093 -0.410
H 2.509 1.195 -1.406
H 1.400 3.364 -2.207
H 2.265 3.083 -4.195
H 3.222 1.960 -3.279
H 1.875 1.397 -4.372
H -0.101 4.454 -3.171
H -0.385 3.558 -4.718
H -1.984 5.495 -2.326
H -4.424 5.527 -1.942
H -5.840 3.685 -2.815
H -4.798 1.822 -4.094
H -2.376 1.820 -4.463
H -1.342 0.327 -2.429
H -0.559 -1.771 -2.100

Löwdin atomic charge list, values in e, 4 entries: 0.0077 -0.3232 -0.2656 -0.6491

---

The following is a DFT calculation (ωB97M-V/def2-TZVPD) of a molecular structure, C29H42HfN2OSSi3.

Properties
Gap between HOMO and LUMO: 0.2959 hartree
ΔE to the lowest compared entry with this formula, charge and spin: 4.6 kJ/mol
Net charge: +2
2S+1: 1
Electronic energy: -71545.9996 eV
Highest occupied orbital energy: -14.5 eV

Positions of all 79 atoms, in Å:
Hf 0.199 -0.475 -0.816
C -1.133 0.270 -3.753
O -0.350 0.537 -2.565
Si 0.308 2.144 -2.081
C 1.046 2.930 -3.594
C -1.173 3.144 -1.548
C 1.381 1.349 -0.794
Si 3.059 0.849 -1.576
C 2.624 -0.254 -3.064
C 4.083 2.329 -2.088
C 4.147 -0.135 -0.405
Si 1.425 1.866 1.007
C 1.794 0.272 1.970
C -0.267 2.461 1.607
C 2.648 3.221 1.388
H -0.566 0.573 -4.630
H -2.066 0.833 -3.706
H -1.338 -0.797 -3.807
H 0.251 3.266 -4.264
H 1.740 2.319 -4.164
H 1.581 3.828 -3.274
H -1.703 3.514 -2.427
H -0.856 4.020 -0.980
H -1.878 2.589 -0.928
H 2.246 0.307 -3.918
H 1.897 -1.061 -2.894
H 3.526 -0.774 -3.395
H 3.721 2.882 -2.951
H 5.095 1.989 -2.318
H 4.157 3.021 -1.247
H 3.674 -0.961 0.122
H 4.601 0.527 0.337
H 4.969 -0.554 -0.991
H 1.274 -0.651 1.653
H 1.506 0.410 3.015
H 2.850 0.008 1.947
H -1.131 1.977 1.144
H -0.385 3.533 1.437
H -0.338 2.309 2.688
H 3.681 2.929 1.191
H 2.586 3.517 2.437
H 2.427 4.100 0.780
N 2.585 -7.515 0.641
C 2.261 -6.452 0.356
C 1.859 -5.120 0.005
C 2.715 -4.296 -0.725
C 2.320 -3.012 -1.051
C 1.069 -2.491 -0.667
C 0.231 -3.365 0.052
C 0.608 -4.654 0.391
H 3.681 -4.672 -1.031
H 3.020 -2.410 -1.612
H -0.761 -3.054 0.361
H -0.060 -5.303 0.943
N -1.869 -0.433 -0.462
S -3.149 -1.039 0.429
C -4.061 0.363 1.009
C -3.704 1.137 2.110
C -4.492 2.225 2.439
C -5.617 2.530 1.679
C -5.973 1.745 0.593
C -5.196 0.647 0.254
C -2.380 -1.776 1.833
C -1.293 -1.202 2.485
C -0.713 -1.889 3.539
C -1.223 -3.121 3.936
C -2.312 -3.675 3.282
C -2.897 -3.006 2.216
H -2.310 0.026 -1.258
H -2.850 0.883 2.719
H -4.240 2.832 3.297
H -6.231 3.378 1.951
H -6.861 1.973 0.021
H -5.479 0.009 -0.575
H -0.916 -0.227 2.195
H 0.134 -1.464 4.059
H -0.768 -3.650 4.762
H -2.707 -4.633 3.594
H -3.734 -3.444 1.686

Löwdin atomic charge list, values in e, 4 entries: 1.6435 -0.0380 -0.4820 0.4296

---

The following is a DFT calculation (ωB97M-V/def2-TZVPD) of a molecular structure, C29H43AsBHgN5O3S.

Properties
Gap between HOMO and LUMO (spin up / spin down): 0.1229 / 0.2251 hartree
Net charge: -1
2S+1: 2
Electronic energy: -120891.5800 eV
Highest occupied orbital energy (spin up / spin down): -1.1 / -3.8 eV

Positions of all 84 atoms, in Å:
Hg 0.497 0.377 1.006
C 0.839 4.054 0.729
C -0.427 3.745 1.524
N -0.348 2.511 2.275
C 0.530 2.513 3.437
C 1.979 2.147 3.137
C 2.965 2.510 4.007
C 4.315 2.147 3.777
C 4.568 1.527 2.528
C 3.549 1.189 1.685
C 3.863 0.518 0.358
N 2.806 0.605 -0.635
C 2.815 1.756 -1.510
C 2.477 3.054 -0.783
N 1.104 3.095 -0.324
N 2.224 1.418 1.982
H 1.688 4.028 1.417
H 0.767 5.093 0.359
H -1.287 3.684 0.849
H -0.601 4.606 2.194
H -1.256 2.123 2.508
H 0.114 1.786 4.135
H 0.519 3.491 3.943
H 2.690 3.093 4.882
H 5.109 2.419 4.457
H 5.587 1.325 2.208
H 4.043 -0.543 0.543
H 4.800 0.956 -0.026
H 2.728 -0.258 -1.149
H 2.077 1.588 -2.302
H 3.795 1.895 -2.005
H 2.743 3.901 -1.440
H 3.118 3.133 0.098
H 0.443 3.171 -1.086
S -2.415 -0.138 2.968
C -1.052 -0.849 3.735
C -1.195 -1.709 4.857
C -0.087 -2.200 5.503
C 1.193 -1.856 5.047
C 1.268 -1.047 3.934
N 0.193 -0.570 3.297
H -2.196 -1.936 5.196
H -0.208 -2.841 6.371
H 2.095 -2.200 5.537
H 2.223 -0.752 3.510
C -4.721 1.588 -5.415
C -4.720 0.083 -5.114
C -5.995 -0.279 -4.340
C -4.742 -0.666 -6.446
C -3.495 -0.267 -4.267
C -2.537 -1.188 -4.682
C -1.419 -1.509 -3.904
C -1.293 -0.876 -2.692
O -0.320 -0.994 -1.741
B -0.679 -0.127 -0.676
O -1.881 0.515 -1.037
C -2.240 0.041 -2.260
C -3.340 0.361 -3.020
H -5.601 1.855 -6.007
H -3.829 1.869 -5.979
H -4.740 2.181 -4.501
H -6.881 -0.033 -4.933
H -6.059 0.264 -3.397
H -6.017 -1.346 -4.113
H -5.631 -0.374 -7.010
H -4.780 -1.747 -6.300
H -3.868 -0.431 -7.056
H -2.644 -1.679 -5.638
H -0.684 -2.227 -4.245
H -4.059 1.079 -2.647
C 3.066 -4.845 0.400
As 1.754 -3.613 1.118
C 1.143 -4.439 2.751
C 0.236 -3.678 -0.061
O 2.406 -2.125 1.313
H 2.667 -5.856 0.311
H 3.920 -4.840 1.075
H 3.386 -4.485 -0.576
H 0.822 -5.462 2.551
H 0.320 -3.854 3.162
H 1.962 -4.435 3.468
H -0.015 -4.712 -0.296
H 0.465 -3.119 -0.965
H -0.604 -3.190 0.435

Löwdin atomic charge list, values in e, 4 entries: 1.1561 -0.2311 -0.2190 -0.1236

---

The following is a DFT calculation (ωB97M-V/def2-TZVPD) of a molecular structure, C29H43CoIN2O8S3Si.

Properties
Gap between HOMO and LUMO (spin up / spin down): 0.1794 / 0.2032 hartree
Net charge: -2
2S+1: 4
Electronic energy: -136247.6840 eV
Highest occupied orbital energy (spin up / spin down): -1.5 / -2.2 eV

Positions of all 88 atoms, in Å:
Co 0.097 0.419 -0.661
O 3.211 -1.135 -3.801
S 1.981 -0.367 -3.821
O 1.110 -0.678 -4.944
O 1.276 -0.363 -2.538
C 2.531 1.323 -4.122
C 2.971 1.514 -5.430
C 3.492 2.724 -5.851
C 3.583 3.773 -4.948
C 3.141 3.596 -3.648
C 2.608 2.382 -3.216
S 1.970 2.416 -1.520
O 2.455 1.259 -0.778
O 2.423 3.689 -1.001
O 0.510 2.323 -1.691
H 2.885 0.681 -6.117
H 3.823 2.844 -6.876
H 3.989 4.731 -5.252
H 3.193 4.405 -2.933
C 0.535 1.595 4.319
C 0.859 1.519 2.822
C 1.818 0.337 2.595
C 1.653 2.785 2.473
Si -0.681 1.320 1.604
C -1.923 0.049 2.500
C -1.148 -1.172 3.022
C -2.740 0.592 3.678
C -2.906 -0.515 1.462
C -1.616 3.054 1.542
C -3.004 2.844 0.917
C -0.888 4.037 0.614
C -1.805 3.756 2.893
H 1.465 1.750 4.888
H 0.075 0.682 4.698
H -0.134 2.429 4.555
H 2.699 0.453 3.245
H 2.170 0.315 1.562
H 1.366 -0.632 2.820
H 2.603 2.779 3.029
H 1.120 3.698 2.753
H 1.899 2.845 1.414
H -0.550 -0.952 3.908
H -0.485 -1.580 2.264
H -1.862 -1.962 3.298
H -2.111 1.024 4.461
H -3.315 -0.231 4.132
H -3.461 1.353 3.370
H -2.382 -1.048 0.665
H -3.524 0.251 0.989
H -3.581 -1.234 1.954
H -2.943 2.285 -0.021
H -3.454 3.822 0.690
H -3.691 2.314 1.581
H -0.846 3.663 -0.408
H 0.140 4.243 0.916
H -1.435 4.993 0.611
H -2.318 3.138 3.630
H -2.405 4.670 2.750
H -0.849 4.067 3.323
S -2.137 0.121 -1.955
C -2.051 -1.373 -2.751
N -3.202 -2.005 -3.098
C -3.205 -3.316 -3.721
C -1.997 -4.105 -3.236
C -0.754 -3.295 -3.560
N -0.906 -1.956 -3.030
H -4.028 -1.638 -2.662
H -3.164 -3.215 -4.812
H -4.143 -3.815 -3.472
H -1.954 -5.086 -3.711
H -2.051 -4.227 -2.153
H -0.574 -3.248 -4.639
H 0.125 -3.737 -3.090
H -0.073 -1.384 -2.881
I 3.925 -6.159 3.676
C 2.612 -5.029 2.488
C 3.071 -3.872 1.878
C 2.193 -3.127 1.103
C 0.879 -3.545 0.925
C 0.445 -4.711 1.541
C 1.302 -5.458 2.335
C -0.087 -2.727 0.073
O -1.106 -3.297 -0.336
O 0.300 -1.542 -0.134
H 4.095 -3.548 2.011
H 2.511 -2.203 0.636
H -0.582 -5.018 1.385
H 0.959 -6.359 2.826

Löwdin atomic charge list, values in e, 4 entries: 0.5152 -0.3187 0.4634 -0.3326

---

The following is a DFT calculation (ωB97M-V/def2-TZVPD) of a molecular structure, C29H43CoN2SSb2.

Properties
Gap between HOMO and LUMO (spin up / spin down): 0.3192 / 0.2832 hartree
ΔE to the lowest compared entry with this formula, charge and spin: 0.0 kJ/mol
Net charge: +1
2S+1: 4
Electronic energy: -95283.8283 eV
Highest occupied orbital energy (spin up / spin down): -10.6 / -10.9 eV

Positions of all 78 atoms, in Å:
Co 0.140 0.787 0.788
C 2.595 0.344 3.219
C 1.366 1.147 2.874
C 1.504 2.436 2.327
C 2.876 3.011 2.085
C 0.365 3.207 2.039
C 0.517 4.564 1.403
C -0.914 2.703 2.322
C -2.135 3.556 2.099
C -1.057 1.405 2.846
C -2.433 0.866 3.144
C 0.083 0.639 3.169
C -0.072 -0.658 3.928
H 2.985 0.637 4.197
H 3.390 0.500 2.491
H 2.386 -0.722 3.249
H 3.214 2.807 1.064
H 3.610 2.601 2.773
H 2.874 4.089 2.217
H 0.616 5.342 2.166
H -0.338 4.803 0.778
H 1.394 4.600 0.762
H -2.552 3.395 1.100
H -1.897 4.612 2.188
H -2.910 3.334 2.828
H -2.784 1.218 4.117
H -2.444 -0.221 3.162
H -3.157 1.194 2.399
H -0.208 -1.518 3.265
H -0.931 -0.614 4.593
H 0.797 -0.854 4.550
C -3.381 -1.866 0.906
Sb -1.991 -0.602 -0.096
C -3.367 0.607 -1.152
C -1.575 -1.930 -1.726
C -0.835 -3.172 -1.326
C -1.574 -4.284 -0.921
C -0.965 -5.468 -0.542
C 0.418 -5.562 -0.578
C 1.164 -4.470 -0.986
C 0.564 -3.264 -1.354
C 1.450 -2.124 -1.769
Sb 2.016 -0.863 -0.132
C 3.611 0.119 -1.115
C 3.127 -2.338 0.919
H -4.068 -2.270 0.163
H -3.946 -1.300 1.643
H -2.861 -2.687 1.397
H -4.094 -0.044 -1.635
H -2.815 1.186 -1.890
H -3.885 1.287 -0.475
H -1.062 -1.346 -2.490
H -2.567 -2.182 -2.105
H -2.657 -4.219 -0.921
H -1.566 -6.315 -0.240
H 0.913 -6.485 -0.305
H 2.243 -4.554 -1.037
H 1.009 -1.486 -2.535
H 2.403 -2.496 -2.147
H 4.306 -0.632 -1.490
H 4.133 0.792 -0.435
H 3.192 0.701 -1.932
H 3.695 -2.916 0.191
H 2.457 -3.005 1.458
H 3.816 -1.869 1.618
C -2.076 0.976 -5.357
C -0.798 1.166 -4.602
C 0.449 1.052 -5.200
C 1.552 1.193 -4.382
N 1.455 1.476 -3.082
C 0.218 1.632 -2.617
S 0.041 2.196 -0.930
N -0.906 1.449 -3.299
H -1.897 0.805 -6.416
H -2.709 1.855 -5.237
H -2.623 0.124 -4.949
H 0.553 0.852 -6.257
H 2.556 1.071 -4.772

Löwdin atomic charge list, values in e, 4 entries: -0.0087 -0.0545 -0.2481 -0.2028

---

The following is a DFT calculation (ωB97M-V/def2-TZVPD) of a molecular structure, C29H43F4Sn.

Properties
Gap between HOMO and LUMO: 0.1851 hartree
ΔE to the lowest compared entry with this formula, charge and spin: 31.4 kJ/mol
Net charge: -1
2S+1: 1
Electronic energy: -47470.5231 eV
Highest occupied orbital energy: -2.7 eV

Positions of all 77 atoms, in Å:
C -2.569 -1.501 2.293
C -1.718 -1.958 1.105
C -2.392 -3.116 0.389
C -0.328 -2.380 1.621
Sn 1.317 -1.156 0.968
C 2.681 -2.453 -0.111
C 3.329 -3.511 0.805
C 4.853 -3.358 0.824
C 2.931 -4.932 0.402
C 0.228 0.309 -0.250
C -0.844 1.068 0.571
C -2.219 1.033 -0.107
C -0.414 2.505 0.815
C 2.328 -0.146 2.595
C 2.124 -0.696 4.020
C 0.813 -0.245 4.639
C 3.308 -0.278 4.905
H 2.130 -1.797 3.976
H -2.590 -2.304 3.047
H -2.178 -0.602 2.783
H -3.604 -1.296 1.996
H -1.604 -1.094 0.338
H -2.390 -3.999 1.039
H -3.428 -2.877 0.138
H -1.866 -3.372 -0.532
H -0.282 -2.370 2.717
H -0.052 -3.375 1.255
H 2.074 -2.903 -0.903
H 3.414 -1.767 -0.547
H 2.981 -3.362 1.843
H 5.253 -3.437 -0.196
H 5.148 -2.382 1.229
H 5.323 -4.137 1.441
H 3.199 -5.118 -0.646
H 3.444 -5.677 1.024
H 1.852 -5.092 0.510
H 1.017 0.974 -0.624
H -0.199 -0.259 -1.089
H -0.973 0.584 1.552
H -2.062 1.240 -1.198
H -2.769 0.080 -0.052
H -2.882 1.803 0.321
H -0.085 2.962 -0.124
H -1.245 3.089 1.230
H 0.434 2.557 1.507
H 3.383 -0.212 2.290
H 2.015 0.905 2.541
H 0.752 0.848 4.666
H -0.058 -0.614 4.092
H 0.730 -0.612 5.667
H 3.363 0.817 4.974
H 3.205 -0.684 5.920
H 4.254 -0.642 4.484
F 1.686 1.070 -5.354
C 1.314 1.953 -4.366
C 2.276 2.809 -3.842
C 1.837 3.674 -2.836
F 2.743 4.571 -2.315
C 0.536 3.691 -2.361
C -0.399 2.714 -2.820
C -1.692 2.562 -2.177
C -2.919 2.629 -2.959
C -3.912 3.597 -2.635
C -5.163 3.475 -3.224
F -6.148 4.363 -2.863
C -5.458 2.510 -4.183
C -4.437 1.630 -4.534
F -4.678 0.660 -5.479
C -3.173 1.678 -3.960
C -0.011 1.936 -3.942
H 3.294 2.833 -4.218
H 0.233 4.446 -1.630
H -1.782 3.081 -1.222
H -3.701 4.387 -1.919
H -6.433 2.463 -4.668
H -2.426 0.929 -4.218
H -0.723 1.281 -4.429

Löwdin atomic charge list, values in e, 4 entries: -0.0956 -0.5217 -0.0923 -0.2664